Density functional theory data (ωB97M-V/def2-TZVPD) for C24H20N5O7RuS6 as an isolated structure at a distorted geometry.

Atoms and positions in Å:
Ru1 -1.8214 -1.4998 -2.0721
C1 3.8620 -0.0013 4.0582
O1 4.9105 0.7044 3.4264
C2 4.6041 1.3455 2.2552
C3 5.6863 1.8000 1.4971
C4 5.4699 2.4425 0.3008
C5 4.1661 2.6460 -0.1911
C6 3.0904 2.2097 0.5969
C7 3.3083 1.5662 1.8054
N1 4.0381 3.2387 -1.4275
N2 2.7968 3.3841 -1.8450
C8 2.0713 2.3719 -2.3041
C9 2.5915 1.0767 -2.5411
C10 1.7820 0.0275 -2.9181
C11 0.3911 0.1677 -3.0735
O2 -0.3511 -0.8536 -3.3259
C12 -0.1653 1.5014 -2.9101
N3 -1.4907 1.6286 -3.0891
C13 -2.0434 2.8003 -2.9000
C14 -1.3155 3.9408 -2.5232
C15 0.0397 3.8249 -2.3424
C16 0.6562 2.5813 -2.5410
H1 4.3211 -0.5921 4.8474
H2 3.3527 -0.6676 3.3568
H3 3.1279 0.6787 4.5010
H4 6.6886 1.6184 1.8637
H5 6.2999 2.7827 -0.3053
H6 2.0772 2.3658 0.2536
H7 2.4555 1.2419 2.3856
H8 3.6478 0.9142 -2.3683
H9 2.1894 -0.9682 -3.0387
H10 -3.1199 2.8457 -3.0371
H11 -1.8230 4.8855 -2.3744
H12 0.6511 4.6663 -2.0419
S1 -8.7292 -3.5991 -2.3907
C17 -7.1768 -2.9926 -2.5215
S2 -5.9250 -3.7392 -3.4214
C18 -4.6574 -2.5585 -3.1666
C19 -5.0133 -1.5091 -2.3784
S3 -3.9747 -0.1823 -2.0053
S4 -6.6510 -1.5442 -1.7737
S5 -3.1147 -2.7638 -3.8987
O3 -1.7302 -4.8297 0.1412
S6 -1.3957 -3.5418 -0.4177
O4 -2.6460 -2.6381 -0.5154
O5 -0.9586 -3.5697 -1.8512
O6 -0.3897 -2.8221 0.3770
N4 -1.2170 0.0338 -0.4010
C20 -1.3188 -0.2132 0.7257
N5 -1.4469 -0.3573 2.0283
C21 -0.2489 -0.3754 2.8732
C22 0.0804 -1.7959 3.2953
O7 -1.0328 -2.3336 4.0005
C23 -2.1444 -2.4754 3.1135
C24 -2.5834 -1.1238 2.5646
H13 -0.4845 0.2105 3.7689
H14 0.5735 0.0998 2.3382
H15 0.9309 -1.8056 3.9807
H16 0.2951 -2.4036 2.4130
H17 -2.9570 -2.8966 3.7064
H18 -1.8944 -3.1619 2.3042
H19 -3.0240 -0.5242 3.3679
H20 -3.3111 -1.2621 1.7651

Output
- ⟨S²⟩: 8.8421
- Energy above the lowest of the compared OMol25 structures with the same formula, charge and spin: 93.3 kJ/mol
- Frontier orbital gap (alpha / beta): 5.332 / 4.873 eV
- Max |F|: 1.2 eV/Å
- HOMO (alpha / beta): -1.5 / -1.6 eV
- Charge: -2
- Multiplicity: 6